Entry 1:
The following is a DFT calculation (the ωB97M-V functional and the def2-TZVPD basis) of a structure of composition C4H12NO2.

The maximum force is 2.87 eV Å⁻¹. As for the energy relative to the best compared isomer or geometry (same formula, charge and spin): 123.1 kcal/mol. Its charge is -1. The frontier orbital gap comes out at 7.2 eV. The calculation puts the molar mass at 106.14 g mol⁻¹.

Atoms and positions in Å:
C1 1.71154 1.21698 0.30123
N1 2.11498 0.14561 -0.31496
C2 0.25308 -0.99788 1.18209
C3 0.66577 -0.32730 -0.11977
C4 -0.40056 0.59893 -0.86120
O1 -1.52181 -0.04810 -1.36392
H1 1.49800 2.13634 -0.26165
H2 3.57411 -3.04355 -0.14687
H3 1.82787 1.42454 1.39304
H4 2.99966 -2.58294 -0.03323
H5 0.84855 -1.89289 1.40283
H6 0.19720 -0.34890 2.05244
H7 -0.77015 -1.36584 1.06543
H8 0.65005 -1.13774 -0.85568
H9 -0.77415 1.37950 -0.16557
H10 0.19047 1.10185 -1.63817
H11 -3.58496 0.30492 1.03352
H12 -2.17486 -0.17006 -0.56902
O2 -2.64588 0.08034 0.95162



Entry 2:
The following is a DFT calculation (the ωB97M-V functional and the def2-TZVPD basis) of a structure of composition C10H15CuN3OP.

Its expectation value of S² is 0.762. The maximum force is 2.78 eV Å⁻¹. As for the energy relative to the best compared isomer or geometry (same formula, charge and spin): 11.8 kcal/mol. Its charge is -1. The spin multiplicity is 2. The frontier orbital gap (spin up / spin down) comes out at 4.0 / 5.4 eV. The calculation puts the molar mass at 287.77 g mol⁻¹.

Atoms and positions in Å:
C1 0.23473 2.28001 -1.87925
C2 1.52887 2.45464 -2.44346
C3 2.43174 2.82585 -1.39868
C4 1.69092 2.87460 -0.17905
C5 0.33074 2.55627 -0.46890
Cu1 -2.24038 -0.20335 -0.50474
P1 -2.94802 -0.49714 -2.45177
H1 -0.67442 2.02491 -2.41571
H2 1.76767 2.37255 -3.50108
H3 3.48905 3.06435 -1.51856
H4 -0.49864 2.54610 0.23181
H5 2.08211 3.11576 0.80705
H6 -2.22143 -1.57661 -3.03903
H7 -2.76500 0.56367 -3.39300
H8 -4.30669 -0.88060 -2.65427
C6 -1.02168 -1.41351 3.79268
N1 -0.40012 -1.48544 2.47382
C7 0.80236 -2.12442 2.28726
C8 1.36985 -2.14777 1.04736
C9 0.72806 -1.43443 0.00678
N2 -0.50647 -0.94253 0.19140
C10 -1.06362 -0.94615 1.42040
O1 -2.21635 -0.41477 1.52448
N3 1.28457 -1.21186 -1.20053
H9 -1.42191 -0.41009 3.96024
H10 -0.25865 -1.64640 4.53773
H11 -1.83874 -2.13840 3.88669
H12 1.21015 -2.57609 3.18831
H13 2.30543 -2.66087 0.84649
H14 2.25579 -1.45490 -1.33971
H15 0.87005 -0.51336 -1.81474



Entry 3:
The following is a DFT calculation (the ωB97M-V functional and the def2-TZVPD basis) of a structure of composition C10H9Br2NOPd.

Its expectation value of S² is 2.045. The maximum force is 3.69 eV Å⁻¹. As for the energy relative to the best compared isomer or geometry (same formula, charge and spin): 0.0 kcal/mol. The spin multiplicity is 3. The frontier orbital gap (spin up / spin down) comes out at 5.3 / 7.0 eV. The calculation puts the molar mass at 425.42 g mol⁻¹.

Atoms and positions in Å:
Pd1 0.37087 1.65071 -1.36218
C1 -0.20965 3.44352 -2.37805
H1 -1.22455 3.46354 -1.96432
H2 0.48433 4.12757 -1.90668
H3 -0.31930 3.78576 -3.42986
H4 0.11504 2.52993 -2.95667
H5 1.15283 0.95399 -2.58765
Br1 0.05366 2.06165 3.88296
C2 0.02154 0.50564 2.79053
C3 -0.03322 -0.77562 3.32639
C4 -0.07995 -1.93379 2.53232
Br2 -0.14795 -3.61815 3.33774
C5 -0.06300 -1.81920 1.10737
C6 -0.15846 -2.87981 0.18034
C7 -0.10867 -2.63923 -1.18642
C8 0.07327 -1.32092 -1.65171
N1 0.16560 -0.31451 -0.76836
C9 0.06808 -0.50542 0.56384
C10 0.07867 0.69160 1.36125
O1 0.13699 1.84168 0.77928
H6 -0.04906 -0.90105 4.40219
H7 -0.28029 -3.88564 0.55835
H8 -0.20009 -3.42305 -1.93272
H9 0.15330 -1.03920 -2.69796



Entry 4:
The following is a DFT calculation (the ωB97M-V functional and the def2-TZVPD basis) of a cluster of 2 separate species, CFNO3S in total.

The maximum force is 3.97 eV Å⁻¹. As for the energy relative to the best compared isomer or geometry (same formula, charge and spin): 65.6 kcal/mol. The frontier orbital gap (spin up / spin down) comes out at 9.1 / 7.2 eV. The calculation puts the molar mass at 125.08 g mol⁻¹.

Atoms and positions in Å:
C1 2.20061 0.10764 -0.10268
N1 3.20273 -0.50108 -0.10626
O1 -2.20502 0.67759 1.03208
O2 -1.41181 -1.48082 0.16951
O3 1.31240 0.83686 0.17482
F1 -1.73966 0.41945 -1.33022
S1 -1.35924 -0.05964 0.16276



Entry 5:
The following is a DFT calculation (the ωB97M-V functional and the def2-TZVPD basis) of a structure of composition C10H24AlN6O6S.

The maximum force is 4.11 eV Å⁻¹. As for the energy relative to the best compared isomer or geometry (same formula, charge and spin): 0.0 kcal/mol. Its charge is +1. The frontier orbital gap (spin up / spin down) comes out at 5.7 / 5.6 eV. The calculation puts the molar mass at 383.39 g mol⁻¹.

Atoms and positions in Å:
O1 2.85685 0.57740 -0.02133
H1 3.70338 0.77375 0.43619
Al1 -0.03000 0.42110 -0.26687
N1 -0.30216 -1.40366 -0.89658
N2 0.91624 0.47720 -1.88479
N3 -0.70666 0.02720 1.53497
N4 0.34377 2.02829 0.52731
O2 -0.98184 -2.33277 -0.25262
O3 -1.50782 -1.05688 1.77252
O4 1.01008 3.03238 -0.12940
O5 1.34938 1.61495 -2.34329
C1 0.89126 -0.61074 -2.70470
C2 0.06344 -1.61788 -2.18704
C3 -0.83471 1.11986 2.31404
C4 -0.06149 2.22381 1.80393
C5 -0.63097 -2.62119 -3.00204
H2 -1.52285 -2.16851 -3.46667
H3 -0.94248 -3.47147 -2.40161
H4 0.03326 -2.96402 -3.80238
C6 1.56259 -0.51051 -4.01530
H5 2.64592 -0.53154 -3.82352
H6 1.39288 0.41439 -4.55375
H7 1.31942 -1.32538 -4.68945
C7 -1.83800 1.22770 3.40061
C8 0.14131 3.46836 2.55895
H8 -2.44914 0.31417 3.39112
H9 -2.48417 2.10324 3.20956
H10 -1.36140 1.35905 4.37483
H11 0.90681 4.10433 2.11774
H12 0.46263 3.21640 3.57017
H13 -0.78809 4.04494 2.61867
H14 -1.35682 -1.69674 0.90914
H15 1.25584 2.62485 -1.03657
C9 2.17437 -0.48069 0.72449
H16 1.59201 -1.13589 0.04745
H17 1.57426 -0.03832 1.53710
H18 2.91727 -1.11999 1.20379
O6 0.68150 -4.15095 1.62797
H19 0.77901 -3.49182 2.32249
H20 0.44278 -3.61960 0.87247
N5 -3.66124 0.95063 0.19304
C10 -3.13388 0.02706 -0.61304
N6 -3.57740 -1.22073 -0.63815
S1 -1.86241 0.57329 -1.64784
H21 -4.65955 0.95389 0.35624
H22 -3.22304 1.87023 0.14073
H23 -2.95931 -1.97664 -0.92822
H24 -4.43446 -1.46619 -0.14902